Computed, not measured: C15H22ClNO in the gas phase, with ωB97M-V/def2-TZVPD.

Positions of all 40 atoms, in Å:
C1 3.36295 0.69908 -1.03533
C2 5.23994 0.94015 0.99529
H1 -1.14718 1.90608 -1.33405
Cl1 -4.34982 2.84898 0.22154
H2 -0.68462 2.32701 1.30375
C3 5.64662 0.97637 -0.32816
H3 -0.16106 -2.22894 -0.11530
C4 -2.02110 -3.24459 -0.43932
C5 -0.78576 0.27060 0.70564
H4 6.69135 1.09795 -0.57103
H5 -1.78921 -0.56660 -0.99734
C6 0.50598 0.36737 -0.10170
H6 -3.94035 -4.22381 -0.33504
C7 -3.41947 -3.40004 0.14755
H7 5.01347 0.88267 -2.36905
O1 0.51738 0.35895 -1.31426
H8 -3.43715 2.54940 -1.91470
H9 -1.60373 3.38806 -0.49554
C8 2.95320 0.66254 0.29362
C9 -3.22964 2.08858 -0.94919
H10 -2.70529 -0.67721 0.52332
C10 -1.40667 1.67880 0.80061
H11 1.47362 0.50114 1.67738
H12 -2.09592 -2.98958 -1.49842
H13 -3.49108 1.03350 -0.98175
C11 -1.71629 -0.76570 0.07259
H14 2.63286 0.60441 -1.82089
H15 -3.36403 -3.60893 1.21398
H16 5.96571 1.03322 1.78969
C12 3.90329 0.78441 1.30624
H17 -1.50101 -4.20266 -0.36707
H18 -1.14346 -2.41351 1.34136
C13 -1.18183 -2.18359 0.27284
H19 -4.00948 -2.49887 0.00299
C14 -1.78240 2.31225 -0.54446
N1 1.61540 0.50554 0.67630
C15 4.70423 0.85545 -1.33484
H20 3.58874 0.75626 2.34103
H21 -0.55395 -0.05303 1.72723
H22 -2.29425 1.62826 1.43449

Properties
SMILES: CCCC[C@H](CCCCl)C(=O)Nc1ccccc1
M (Da): 267.800
HOMO level (eV): -8.642
Kohn-Sham gap (eV): 9.2916
Charge: 0
ΔE to the lowest compared entry with this formula, charge and spin (eV): 0.047

Mulliken population analysis, charges in e, atoms 1 to 4: C -0.3655; C -0.5408; H 0.3120; Cl -0.2308